No. 1
Entry from OMol25: a molecular structure, C62H113F6N20O2P at a distorted geometry (ωB97M-V/def2-TZVPD).

Geometry (Å):
C  14.115  29.178  8.838
H  7.081  31.498  5.512
C  12.069  37.064  1.522
O  17.552  34.562  0.629
H  13.776  28.072  11.544
H  11.785  32.748  2.162
C  16.904  30.172  0.648
H  15.586  30.626  6.317
H  9.584  34.046  0.716
H  15.762  24.992  8.497
H  20.358  33.933  4.971
H  11.817  29.451  5.830
H  12.887  25.225  7.391
H  12.656  37.347  7.763
H  10.699  35.987  3.000
H  8.835  31.000  9.696
N  15.424  34.881  8.481
C  13.292  35.206  1.219
C  17.405  34.491  5.348
C  20.936  33.134  4.507
N  18.606  30.643  5.665
C  9.388  30.911  8.773
H  12.079  35.445  11.196
N  18.306  35.293  4.686
H  10.822  32.307  7.810
H  12.770  33.257  6.549
H  16.587  28.126  4.824
H  18.671  32.763  6.126
H  12.346  29.013  0.186
C  11.132  31.308  1.207
C  15.704  26.718  6.361
H  11.970  33.985  10.385
N  14.421  26.554  6.810
H  16.265  26.830  9.501
N  15.159  29.570  8.050
H  17.020  35.564  2.840
H  18.582  32.988  1.625
C  11.317  35.633  8.365
H  13.100  34.221  11.865
H  16.889  29.223  1.163
H  14.750  30.374  5.062
F  13.978  31.152  3.725
C  17.776  31.830  -0.557
F  14.836  33.208  6.211
H  14.202  33.040  8.965
P  14.411  32.215  4.943
H  16.401  32.528  4.746
H  19.035  36.466  6.205
H  9.819  33.779  2.849
H  8.828  32.481  0.369
H  19.108  29.036  -1.036
C  13.769  27.629  6.315
C  7.580  32.144  7.445
N  11.378  34.327  7.880
H  12.971  36.622  4.348
H  15.875  31.478  7.973
N  8.818  31.540  7.673
C  17.122  33.318  4.590
H  19.286  28.816  5.090
H  18.502  32.313  -1.194
H  7.814  33.049  6.884
F  15.057  33.228  3.819
H  6.732  30.230  6.690
C  18.572  34.643  3.467
C  15.266  30.834  7.338
C  20.619  30.559  4.628
H  21.571  30.233  4.237
H  11.772  38.088  1.351
H  12.731  29.836  7.263
C  10.681  30.527  8.535
H  19.713  36.873  4.593
C  16.198  28.705  8.258
C  14.171  29.540  4.666
C  12.476  34.174  7.037
H  13.990  37.055  10.466
C  14.255  36.219  9.836
H  7.100  32.274  8.415
F  13.012  33.054  4.887
C  12.314  36.326  7.687
C  8.923  33.275  1.109
C  22.416  33.320  5.043
H  8.712  32.225  2.960
C  16.491  34.461  7.611
H  13.429  25.417  11.488
C  19.118  29.725  -0.191
N  10.534  31.871  2.338
O  15.345  34.647  0.226
C  14.878  31.251  1.669
C  14.171  35.677  6.006
N  12.183  30.501  1.636
H  13.169  29.672  8.999
C  13.913  37.179  -0.217
H  22.468  33.596  6.097
H  10.353  33.157  9.328
N  10.909  30.628  7.177
H  13.085  29.639  4.672
H  13.987  34.523  0.753
C  14.815  24.496  8.283
C  11.239  31.413  3.402
H  16.601  30.947  5.328
H  18.025  37.250  4.995
H  14.732  36.535  6.376
C  15.792  27.789  5.473
H  10.968  31.802  4.373
H  11.516  30.078  9.052
H  15.060  23.815  7.468
C  17.250  30.317  5.937
C  16.123  35.142  2.385
H  14.088  38.214  0.074
N  12.356  34.844  2.184
C  14.156  25.944  10.870
C  14.388  34.099  9.058
H  13.562  30.266  0.009
C  6.683  31.303  6.507
N  16.051  31.238  0.817
H  15.778  34.241  2.893
H  16.235  32.375  7.567
C  15.773  27.725  9.151
C  13.942  32.355  1.347
H  12.945  36.436  -2.151
C  9.453  32.835  2.444
H  13.312  32.152  0.481
H  13.040  33.107  3.361
H  17.480  30.724  3.432
C  19.527  29.865  5.003
N  14.540  28.341  5.415
C  12.072  30.265  6.508
H  14.435  30.263  1.546
H  20.052  30.269  -0.329
H  17.276  35.202  7.763
H  16.558  26.113  6.628
C  12.218  30.536  3.017
H  17.348  32.919  8.863
H  14.386  25.413  9.946
H  14.890  36.695  -0.227
C  13.741  35.866  4.501
H  5.670  31.699  6.591
H  13.242  32.350  2.182
H  15.063  25.943  11.474
C  9.763  31.222  6.655
H  14.694  29.425  3.717
C  18.197  31.095  2.699
H  14.377  23.904  9.087
H  17.185  28.836  7.838
C  13.262  37.324  -1.605
H  14.848  34.838  6.170
N  20.285  31.894  4.929
H  14.552  35.847  3.772
C  10.471  33.241  8.248
N  17.954  30.570  -0.087
H  19.259  35.079  2.757
C  18.832  36.531  5.136
H  13.086  30.091  3.480
N  13.105  36.492  0.793
H  13.640  28.990  1.277
H  7.878  33.545  1.261
H  13.912  37.920  -2.246
H  16.888  30.459  6.956
H  15.896  36.920  8.410
H  9.517  33.499  7.788
H  22.868  32.332  4.958
H  10.929  31.542  0.173
F  13.755  31.203  6.001
C  19.102  31.892  5.656
H  14.335  33.370  1.400
H  16.262  34.674  6.567
H  17.783  32.755  7.103
C  12.699  34.591  10.922
H  13.426  26.225  8.639
H  12.318  37.863  -1.528
H  12.703  27.732  6.451
C  13.745  27.444  10.654
F  15.801  31.483  5.163
C  12.173  33.510  2.838
H  18.199  30.454  1.818
N  17.860  33.447  3.441
H  19.204  29.151  0.731
H  14.304  31.345  7.370
N  14.524  28.094  9.566
H  13.154  34.969  4.301
H  12.736  27.578  10.264
H  16.900  32.602  1.872
H  10.545  36.003  9.023
N  12.982  35.416  6.848
C  11.550  36.006  2.335
N  13.802  34.924  10.015
C  16.690  32.305  0.086
H  19.214  31.045  3.090
C  16.359  34.844  0.920
C  15.216  36.202  8.843
H  17.005  29.282  5.697
C  12.997  29.688  0.741
H  17.108  34.933  6.288
H  15.176  31.206  2.716
C  17.034  33.068  7.830
H  20.749  33.289  3.445
H  12.544  31.087  5.970
C  13.809  25.616  7.821
H  22.951  34.189  4.659
H  11.465  33.740  3.634
C  17.880  32.570  2.347
H  16.262  33.295  0.134
H  9.647  31.456  5.607
H  15.376  35.935  2.407

Cartesian forces (eV/Å) of the 6 atoms listed first:
1.79 -1.18 1.44
-0.42 -0.21 -0.31
-0.63 -3.43 0.91
-0.92 1.58 -0.03
0.49 -0.21 0.09
1.54 3.52 0.19

Output
Total charge = +8
Frontier orbital gap = 0.253 Eh
HOMO = -24.22 eV
E_tot = -125476.6709 eV
Spin multiplicity = 1


No. 2
Entry from OMol25: 7 unconnected molecules or ions with the total composition C62H138N2O7P3 at a distorted geometry (ωB97M-V/def2-TZVPD).

Geometry (Å):
H  7.131  -1.394  -0.483
C  -5.912  -2.939  1.681
H  -3.628  -3.936  -0.347
H  6.771  2.386  -2.534
H  4.049  4.210  -5.937
H  -1.151  5.383  0.239
H  3.532  -6.354  1.505
C  0.864  -7.480  3.772
C  0.236  5.160  -1.444
H  4.334  6.758  -1.576
H  -3.198  -2.178  0.631
C  -4.940  -0.977  5.430
C  -3.329  -1.133  0.911
H  8.298  2.562  -1.656
H  -8.920  -4.919  1.898
C  0.382  -9.260  5.500
H  -2.245  1.801  -4.415
C  4.004  -7.574  0.021
H  -3.252  -4.617  -1.765
H  3.486  -1.908  1.556
N  5.898  0.264  -0.843
H  -1.570  6.371  -1.088
H  -5.411  0.004  5.489
H  -5.921  -2.696  0.618
C  -5.751  -1.800  4.381
H  1.491  3.963  -8.641
C  -2.306  4.397  -1.311
C  3.195  1.644  -7.746
H  0.498  -6.826  4.564
H  -9.055  -3.244  0.101
H  5.586  4.723  -2.252
H  2.687  7.879  -0.129
C  -6.117  1.324  2.943
H  0.468  -4.412  2.740
H  -7.615  -4.025  -0.650
H  3.020  -9.468  -0.627
H  0.823  6.097  1.626
H  -1.420  4.244  -4.953
H  -4.139  -0.816  0.254
H  0.823  2.376  3.052
H  -7.563  -0.156  2.455
H  6.555  -0.668  0.978
H  -1.328  -1.572  -0.760
H  1.941  -7.593  3.894
C  -2.516  3.101  -0.611
H  5.503  3.673  -7.118
H  2.129  -5.139  2.634
C  5.720  5.126  -1.248
H  2.213  -2.651  2.663
C  -3.816  -4.874  -0.869
H  1.985  7.772  -1.781
H  -1.111  3.619  4.152
H  -4.483  3.777  3.750
H  -8.889  -5.037  -0.382
C  0.661  3.408  2.742
C  2.478  3.994  -8.180
H  -3.736  -6.236  0.781
C  6.971  6.074  -1.402
H  3.290  -8.169  1.959
H  -3.283  4.880  -1.338
C  4.647  1.783  -7.935
H  4.422  -8.952  -1.520
O  4.038  0.005  -4.600
H  -6.180  4.011  3.619
H  -3.896  -0.835  5.149
H  3.233  3.910  -8.962
H  -1.578  -7.766  1.380
H  3.691  2.681  -5.142
H  -6.578  -0.763  7.972
H  4.404  6.114  0.156
C  -7.999  -4.551  1.447
C  -0.436  9.731  1.642
H  1.642  9.076  1.557
C  -0.808  3.817  3.124
H  2.118  3.277  1.242
O  1.537  2.040  -1.532
H  -5.143  -3.636  2.013
C  3.978  -8.958  -0.525
H  -0.923  4.897  3.032
C  -0.200  -10.603  5.759
H  -4.336  2.263  1.855
C  -6.523  0.041  2.195
C  1.797  7.648  -0.714
H  0.901  4.082  -4.893
H  -0.652  0.019  -0.975
C  0.218  -8.877  4.063
H  3.006  4.944  -2.389
H  5.380  -1.622  0.067
C  1.185  -4.953  2.122
C  6.242  -0.960  -0.024
H  7.879  1.138  -2.644
H  -6.650  0.129  1.116
C  1.196  3.828  1.426
H  2.440  -4.590  0.304
O  2.876  0.464  -0.677
P  1.676  5.793  -0.498
H  2.695  4.930  -7.666
O  7.112  1.765  0.517
C  -6.205  -1.712  7.586
C  2.429  -2.035  1.790
H  -1.393  -0.773  1.338
H  1.363  1.531  -0.737
H  3.352  3.994  -0.943
C  1.304  2.561  -6.338
H  4.666  -9.615  0.007
N  2.650  2.869  -7.094
C  0.483  3.746  -5.841
H  -0.995  8.884  2.042
H  2.560  1.525  -8.624
H  -1.660  2.434  -0.707
H  -0.674  2.216  -3.726
H  -7.081  -3.859  3.206
C  0.905  9.495  0.872
H  -7.293  -5.380  1.386
H  0.528  3.502  0.630
H  0.702  -4.364  -0.005
H  1.479  -6.924  -0.089
H  -2.270  4.195  -2.381
H  2.447  5.683  1.702
C  7.506  1.863  -1.922
H  1.326  10.435  0.517
C  -1.193  5.376  -0.850
H  1.539  2.067  -5.395
C  5.243  -0.527  -4.575
C  6.912  1.354  -0.594
H  -5.406  -2.820  4.547
O  3.540  1.774  -2.326
C  0.551  8.436  -0.230
H  3.612  -6.856  -0.700
C  -3.153  -6.022  -0.115
H  -7.074  1.802  3.151
C  3.138  -7.342  1.265
H  -0.183  7.659  -0.016
H  0.279  4.082  -1.604
H  0.156  -11.096  6.663
H  0.049  -11.247  4.915
H  -3.389  2.649  -1.082
C  1.503  -4.222  0.720
P  0.534  -6.617  2.087
H  -0.860  -8.828  3.903
C  -3.794  -1.008  2.355
H  -0.883  -6.054  -0.512
H  3.953  0.459  -3.759
H  -2.840  3.196  0.426
H  -0.071  -8.559  6.202
H  5.801  0.002  -1.813
H  0.543  4.649  -6.448
H  -1.276  -10.441  5.817
H  -4.095  -1.014  7.389
H  -3.632  0.009  2.714
H  -6.948  -2.247  6.994
C  -7.273  -3.491  2.198
H  0.271  5.628  -2.428
H  -5.767  2.768  1.229
H  1.724  -2.096  -0.205
O  5.791  -1.119  -5.538
C  3.179  5.004  -1.315
H  -2.378  -0.330  -1.416
H  4.931  2.183  -8.909
H  -5.659  1.114  3.909
H  6.939  6.888  -2.126
H  5.054  0.775  -7.852
H  5.892  4.364  -0.488
H  1.324  3.798  3.514
H  3.007  0.827  -7.050
H  -3.132  -6.836  -0.840
C  -1.292  -6.722  1.515
H  -7.965  -2.650  2.248
H  -1.019  10.496  1.130
C  -1.621  -5.919  0.278
C  3.816  3.160  -6.113
P  -5.562  -1.471  2.622
H  -0.914  1.221  -5.183
H  7.255  6.523  -0.450
C  1.616  -7.429  0.867
C  2.682  1.349  -1.589
H  -2.340  0.769  1.037
H  0.526  -2.505  0.952
C  -4.822  -1.602  6.828
C  -1.002  3.403  -5.506
H  0.729  1.914  -7.001
H  -5.884  -2.300  8.445
H  -6.822  -1.783  4.582
C  1.517  5.350  1.240
H  1.353  -8.486  0.898
C  -1.567  -0.510  -0.710
C  -5.341  2.506  2.198
C  -8.441  -4.143  0.052
C  -2.122  -0.250  0.719
C  -5.296  3.782  3.024
H  4.990  0.589  -0.541
H  -1.476  -4.857  0.477
H  -4.881  -5.092  -0.942
C  5.074  2.714  -6.825
O  5.853  -0.413  -3.515
C  1.567  -2.698  0.691
H  2.236  -1.044  2.201
H  -1.674  3.413  -6.364
H  7.785  5.537  -1.890
H  -1.953  -6.319  2.283
H  -1.567  3.267  2.567
C  -1.232  2.122  -4.658
H  -4.468  -2.632  6.874
H  5.041  -7.297  0.215
H  -3.281  -1.731  2.989
H  1.444  -9.304  5.743
H  0.160  8.943  -1.113
C  4.442  5.901  -0.912
H  5.836  2.327  -6.148
H  -0.169  10.233  2.572
H  -5.209  4.696  2.438
H  0.574  -9.664  3.399

Cartesian forces (eV/Å) of the 6 atoms listed first:
-0.41 -0.40 -0.17
-1.22 -0.51 0.47
-0.60 0.14 0.63
-0.49 0.07 0.41
-1.32 0.27 0.10
0.00 -0.26 0.21

Output
Total charge = +3
Frontier orbital gap = 0.216 Eh
HOMO = -11.46 eV
E_tot = -111688.1797 eV
Spin multiplicity = 1